Formula: C80H208N16O8
Source: OMol25
Level of theory: the ωB97M-V functional and the def2-TZVPD basis

```
312
Properties=species:S:1:pos:R:3:forces:R:3
C -0.103656 2.778577 -4.520197 0.75 0.44 1.13
C 0.440694 2.902147 -5.940667 -0.37 -0.95 0.75
N 0.409494 1.643977 -6.661027 0.35 -0.21 -1.90
C 1.103934 0.420667 -6.162347 -0.20 1.15 0.62
C 2.593834 0.593517 -5.674067 -1.31 -0.34 -0.27
C -0.754476 1.445487 -7.542127 1.17 -0.87 0.68
C -2.062716 1.210037 -6.816427 -0.31 -0.25 -0.36
H -0.997346 2.167597 -4.393207 -0.01 0.01 -0.37
H -0.293546 3.759997 -4.085627 -0.32 0.31 -0.15
H 0.644914 2.408937 -3.819407 0.14 -0.48 -0.13
H -0.214606 3.641237 -6.401567 0.20 -0.17 -0.70
H 1.461144 3.285147 -5.950587 0.01 0.25 0.27
H 0.464614 -0.004153 -5.388447 0.28 -0.14 0.88
H 1.099384 -0.408783 -6.869527 -0.06 0.57 -0.82
H 3.003904 -0.416253 -5.656557 0.17 -0.03 0.07
H 3.191264 1.179947 -6.372127 -0.15 0.09 -0.01
H 2.685214 0.982917 -4.660107 -0.12 0.18 -0.09
H -0.507836 0.568857 -8.141117 -0.11 -0.25 -0.02
H -0.874666 2.224827 -8.294647 0.21 0.49 0.25
H -2.762006 0.794027 -7.541707 -0.35 0.17 0.02
H -2.467146 2.134817 -6.404947 -0.08 -0.08 0.12
H -1.964166 0.453777 -6.037667 0.10 0.10 0.18
C -1.400836 -5.467883 -1.683347 0.36 -1.28 -0.18
C -1.756106 -4.111263 -1.202207 -0.85 0.52 -0.15
N -2.912816 -3.557523 -1.894637 -0.28 -0.67 -0.11
C -3.297386 -2.265003 -1.316737 0.51 -0.32 -0.65
C -4.677536 -1.744443 -1.687667 -0.83 -0.22 0.10
C -2.790946 -3.609313 -3.349337 0.58 0.58 -0.23
C -1.495376 -2.911173 -3.877997 -1.01 -0.23 -0.07
H -1.124986 -5.605943 -2.728787 -0.04 0.63 -0.15
H -2.235056 -6.155003 -1.541837 0.06 -0.20 0.31
H -0.505826 -5.784933 -1.148057 -0.12 -0.37 0.27
H -2.076986 -4.167743 -0.162047 0.26 -0.13 0.23
H -0.861536 -3.488823 -1.222087 0.14 0.49 -0.15
H -3.166206 -2.366003 -0.239377 -0.48 -0.15 0.17
H -2.520026 -1.541733 -1.563107 0.06 0.61 -0.27
H -4.865646 -1.469223 -2.725447 0.70 0.21 -0.16
H -5.481246 -2.463803 -1.530587 0.24 -0.43 0.39
H -4.976146 -0.897063 -1.070497 0.31 0.19 0.02
H -3.736396 -3.259713 -3.764077 0.21 0.84 -0.11
H -2.793976 -4.601683 -3.800217 0.15 -0.55 0.79
H -1.550876 -2.858953 -4.965327 0.01 0.41 -0.04
H -0.588576 -3.477823 -3.666507 -0.16 -0.18 0.23
H -1.379096 -1.932323 -3.412767 0.03 0.17 -0.34
C -1.741876 8.157897 -4.122207 -0.73 0.43 0.04
C -3.249976 7.862277 -4.265897 0.41 -0.47 0.96
N -3.766766 7.696937 -5.578987 -0.02 -0.67 -2.67
C -2.952976 6.722637 -6.428237 -0.81 0.22 1.22
C -2.908476 5.332867 -5.762297 -0.12 0.83 -0.24
C -3.978676 8.979657 -6.302097 0.01 -0.86 0.51
C -5.036726 8.927447 -7.434467 1.18 0.38 0.24
H -1.395066 8.799427 -4.932307 0.07 0.05 0.02
H -1.139676 7.249387 -4.114577 0.06 0.08 0.12
H -1.650776 8.715817 -3.190257 0.53 -0.16 0.07
H -3.480286 6.970707 -3.682647 0.12 -0.30 -0.17
H -3.848696 8.597627 -3.728397 0.06 0.42 -0.27
H -3.368926 6.679397 -7.434827 -0.30 0.03 0.14
H -1.915916 7.035317 -6.550007 0.22 0.45 0.00
H -2.472496 4.592577 -6.433107 -0.05 -0.02 0.00
H -2.272026 5.417127 -4.881417 -0.05 -0.30 0.11
H -3.914906 5.039767 -5.463497 0.04 -0.17 0.00
H -3.016256 9.307707 -6.694797 0.14 0.41 -0.17
H -4.297156 9.686117 -5.535557 0.03 0.10 -0.08
H -5.607556 9.855097 -7.392997 -0.53 -0.35 0.16
H -5.615606 8.006217 -7.368577 -0.24 0.31 -0.03
H -4.534036 9.006027 -8.398437 -0.03 -0.45 -0.14
C -4.952906 -7.835693 1.988903 0.52 -1.33 0.98
C -5.036366 -7.093583 0.706413 -0.11 0.75 0.17
N -6.267846 -6.272663 0.659093 0.45 -1.01 -0.43
C -7.397496 -7.218943 0.295483 -0.06 1.77 -0.74
C -8.750636 -6.484203 0.095873 0.15 -0.08 1.11
C -6.010466 -5.136473 -0.218747 -1.62 0.63 -0.78
C -5.809376 -5.430803 -1.721607 0.92 -0.19 1.01
H -4.111436 -8.528463 1.979563 0.07 -0.32 -0.28
H -5.839646 -8.440093 2.179913 0.04 0.06 0.15
H -4.723196 -7.240393 2.872613 -0.46 0.50 -0.18
H -4.131196 -6.488973 0.649723 -0.16 0.62 -0.07
H -4.939516 -7.741783 -0.164527 -0.26 -0.44 -0.15
H -7.419816 -7.973103 1.082153 -0.33 0.16 -0.12
H -7.197996 -7.716163 -0.653757 0.38 -0.33 -0.13
H -9.035346 -6.049093 1.053853 0.03 0.37 0.00
H -9.604636 -7.113963 -0.153497 0.35 -0.51 -0.14
H -8.745446 -5.696633 -0.657657 0.39 -0.03 0.03
H -6.834106 -4.424583 -0.164617 -0.41 -0.12 0.32
H -5.180426 -4.543233 0.164923 0.31 -0.35 0.08
H -6.466826 -6.218253 -2.090107 -0.09 0.20 -0.07
H -5.896636 -4.507003 -2.293517 -0.07 -0.21 -0.11
H -4.772316 -5.763013 -1.768867 0.02 -0.15 -0.70
C 1.637104 -7.728003 -6.521177 0.21 -0.64 0.86
C 2.027924 -6.302643 -6.155877 0.42 -0.59 -0.43
N 3.211204 -6.237643 -5.242157 -0.83 -0.11 -0.95
C 3.041664 -6.965993 -3.968347 -0.86 0.95 0.13
C 2.012684 -6.394753 -2.930027 0.17 -0.62 -0.06
C 3.644414 -4.855503 -5.179737 1.08 0.20 0.84
C 5.019344 -4.696953 -4.498317 -0.74 0.14 0.06
H 2.534664 -8.343003 -6.586507 0.11 -0.03 0.08
H 1.108124 -7.914093 -7.455867 -0.16 0.65 0.03
H 1.027854 -8.113673 -5.703767 -0.10 -0.41 -0.12
H 2.255164 -5.819023 -7.105917 0.50 0.37 0.23
H 1.146664 -5.785003 -5.777027 -0.13 0.26 0.39
H 2.736224 -7.977193 -4.237227 0.10 0.01 0.13
H 3.972014 -7.046313 -3.406117 0.30 0.08 -0.54
H 2.261604 -6.818583 -1.957137 0.13 -0.10 0.11
H 2.025974 -5.314773 -2.783197 0.09 0.12 -0.34
H 0.985814 -6.721603 -3.093767 -0.05 0.19 -0.37
H 2.907384 -4.206433 -4.706877 -0.29 0.21 0.34
H 3.794114 -4.430133 -6.172077 -0.32 -0.40 -0.29
H 5.247564 -3.638143 -4.376047 0.13 0.07 -0.33
H 5.761274 -5.191453 -5.125297 0.16 0.02 0.30
H 5.024684 -5.077773 -3.477017 0.09 -0.35 -0.06
C -6.072516 -0.807513 4.855133 1.29 -1.71 0.33
C -4.513386 -0.549313 4.984173 -1.33 1.25 -1.38
N -3.820636 -0.488003 3.660923 0.51 -0.43 0.99
C -3.922176 -1.763013 2.945793 0.21 -0.93 1.00
C -3.182166 -2.967043 3.655733 -0.29 0.27 -0.01
C -4.298366 0.583137 2.835813 0.22 1.71 -0.05
C -3.990326 2.015767 3.408873 0.35 -0.55 -0.38
H -6.618106 -0.214313 4.121273 0.31 0.47 0.37
H -6.513026 -0.786043 5.851913 -0.17 0.33 -0.12
H -6.196976 -1.833023 4.507373 -0.25 -0.18 0.09
H -4.519316 0.449307 5.421013 0.79 0.03 0.06
H -3.947686 -1.210353 5.640763 -0.52 -0.17 -0.01
H -4.990166 -1.972663 2.886233 -0.21 -0.65 -0.18
H -3.625616 -1.641553 1.903973 0.47 0.11 0.07
H -2.092486 -2.980533 3.678343 0.16 0.76 -0.39
H -3.431436 -3.056803 4.713043 -0.39 0.26 0.03
H -3.398876 -3.958603 3.258323 -0.45 0.17 -0.44
H -5.353686 0.498847 2.576433 -0.48 0.02 0.17
H -3.809256 0.510447 1.864433 0.31 0.05 -0.03
H -4.237056 2.822337 2.718453 -0.40 -0.24 -0.23
H -2.914736 2.129057 3.544413 0.21 -0.28 0.09
H -4.435036 2.280017 4.368293 -0.28 -0.31 -0.04
C 3.946334 1.905467 5.929653 -1.12 -0.71 -1.22
C 3.098984 2.838747 5.018943 0.10 0.25 0.50
N 3.889034 3.577647 4.029303 0.28 -0.02 1.10
C 3.045554 4.264917 2.987233 1.76 0.00 1.17
C 3.977534 5.009567 2.008573 -0.80 -0.38 -0.38
C 4.824644 4.469857 4.813303 -0.61 0.88 -1.62
C 4.176174 5.731327 5.443033 0.21 -1.06 -0.26
H 4.611214 2.352887 6.668473 0.02 0.09 -0.42
H 4.415344 1.221807 5.222023 0.90 0.14 0.20
H 3.287214 1.217317 6.458903 -0.32 0.28 0.29
H 2.320514 2.283547 4.495653 0.09 -0.38 -0.04
H 2.553154 3.526547 5.664773 -0.32 0.27 0.19
H 2.446384 3.503387 2.488053 0.22 -0.18 -0.13
H 2.321074 4.926017 3.462793 -0.05 0.39 0.00
H 4.791564 4.361987 1.682833 0.05 -0.12 0.17
H 3.407784 5.245467 1.109773 -0.05 0.17 -0.05
H 4.406224 5.945867 2.365873 -0.13 -0.10 0.29
H 5.573324 4.779717 4.084213 0.21 0.14 0.12
H 5.355254 3.945337 5.607923 -0.24 -0.37 -0.35
H 3.480044 5.376317 6.202943 -0.06 0.43 0.17
H 3.636414 6.325207 4.705423 0.07 0.06 0.06
H 4.972614 6.322377 5.895183 -0.19 0.12 0.10
C -0.442066 -2.216323 1.333213 0.92 1.51 -0.83
C -0.809386 -0.716373 1.134123 0.71 0.15 0.62
N 0.345564 0.182167 0.771803 0.54 -0.80 0.39
C 1.286084 0.313037 1.963683 -0.34 0.23 -1.64
C 2.708104 0.733137 1.545503 -0.54 0.93 0.75
C -0.120616 1.443137 0.115743 -1.00 -1.28 0.19
C -0.559256 1.165977 -1.326427 1.08 0.16 0.22
H 0.125964 -2.472743 0.438963 -0.32 -0.50 -0.28
H -1.337726 -2.823003 1.466723 0.25 -0.03 0.08
H 0.308084 -2.354803 2.111803 -0.55 -0.05 0.47
H -1.610816 -0.659643 0.397523 0.24 0.19 -0.19
H -1.232276 -0.353723 2.071003 -0.34 0.18 0.33
H 1.358574 -0.641883 2.484233 -0.38 0.07 -0.08
H 0.840184 1.024907 2.658313 0.14 0.27 0.29
H 2.651814 1.623027 0.918593 0.08 -0.27 -0.67
H 3.345424 -0.050813 1.136403 -0.34 0.04 -0.26
H 3.235494 1.157097 2.400033 0.03 -0.25 0.42
H -1.036356 1.786957 0.596663 -0.22 0.23 0.65
H 0.549564 2.302707 0.125353 0.57 -0.41 0.25
H 0.323904 0.964727 -1.932747 0.01 0.12 -0.21
H -1.176156 0.271367 -1.411307 -0.34 0.28 0.07
H -1.041446 2.076367 -1.682497 -0.28 -0.23 -0.31
C 4.268434 -1.423973 3.962243 1.09 -0.02 0.48
C 4.009894 -2.833663 3.411863 1.38 0.89 0.42
C 4.597524 -3.961853 4.307143 0.63 0.60 -0.62
O 6.076614 -4.005543 4.318103 -1.88 -0.28 0.35
C 6.635194 -4.362343 3.058903 -0.65 0.79 0.30
N 2.612814 -2.956603 3.204093 -0.91 -0.21 0.52
H 5.319084 -1.354733 4.244123 0.27 0.10 -0.14
H 3.748184 -1.144763 4.878483 -0.47 -0.51 0.07
H 4.076754 -0.613653 3.258863 -0.06 -0.30 -0.25
H 4.533624 -2.876893 2.456903 0.39 -0.11 -0.32
H 4.224144 -4.925513 3.960673 -0.01 -0.21 -0.22
H 4.199304 -3.821603 5.312063 0.56 0.01 0.26
H 6.653454 -3.440153 2.478093 0.64 -0.09 -0.35
H 6.010174 -5.048773 2.487723 -0.16 -0.38 0.14
H 7.617994 -4.803923 3.223823 -0.04 0.22 -0.03
H 2.359204 -3.862773 2.837163 -0.12 0.09 -0.17
H 2.329704 -2.243003 2.547793 -0.11 -0.08 -0.10
C 0.323614 -5.894983 4.536613 0.01 -0.51 -1.62
C -0.056396 -5.526223 3.068893 -0.36 -0.21 -1.43
C 0.888864 -6.089883 1.932663 0.81 -0.07 1.81
O 1.983934 -5.189663 1.839843 -0.42 0.11 -1.21
C 2.834654 -5.262753 0.695013 -0.13 0.04 0.69
N -1.434306 -5.925293 2.738023 -0.20 -0.46 1.21
H 1.246824 -5.369533 4.780903 -0.09 -0.14 0.23
H 0.508684 -6.967953 4.587433 0.13 -0.14 0.05
H -0.479776 -5.700103 5.247023 0.04 0.37 -0.14
H -0.013376 -4.442083 2.964593 0.07 0.11 0.05
H 0.386684 -6.331503 0.995893 -0.22 0.81 -0.24
H 1.303244 -7.049753 2.240933 -0.02 -0.44 0.26
H 3.449114 -4.362453 0.693243 0.26 -0.06 0.35
H 2.327014 -5.213643 -0.268307 -0.48 -0.42 0.08
H 3.434224 -6.164713 0.817863 0.26 -0.04 -0.52
H -1.548726 -6.889893 3.014693 -0.26 -0.22 0.12
H -1.706136 -5.894653 1.765773 0.43 0.34 -0.22
C 6.647604 2.388467 -0.357887 1.16 1.21 0.80
C 6.724634 0.992867 0.136143 -0.47 -0.48 -0.76
C 6.574444 0.815227 1.654093 0.29 -0.07 -2.26
O 7.824314 1.188267 2.153843 -0.31 -0.32 0.96
C 7.706114 1.373097 3.552023 0.98 0.74 0.06
N 5.707994 0.291057 -0.637127 -0.19 -0.67 0.98
H 5.681724 2.853917 -0.161587 -0.05 -0.12 -0.11
H 6.908524 2.437317 -1.415067 -0.22 0.06 -0.05
H 7.420584 2.923367 0.193903 0.02 0.59 -0.13
H 7.697244 0.580417 -0.132197 0.41 0.04 0.29
H 6.420424 -0.243013 1.865043 -0.41 -0.26 0.22
H 5.730604 1.415957 1.993433 -0.03 0.17 0.48
H 8.709634 1.308417 3.972563 0.04 0.20 0.00
H 7.108224 0.640597 4.094303 -0.34 -0.17 -0.36
H 7.310994 2.382137 3.669553 -0.19 0.01 0.64
H 6.101054 0.093067 -1.546197 -0.13 -0.08 -0.26
H 5.584684 -0.595763 -0.169747 -0.39 -0.26 -0.43
C -0.577646 4.358407 3.145633 0.50 0.10 0.71
C -1.917076 5.049707 3.262403 1.19 -1.62 -0.01
C -2.417626 5.178967 4.711243 1.45 -0.61 -1.21
O -3.636966 5.823207 4.681833 -0.64 0.22 0.68
C -4.188546 5.934727 5.974693 -0.98 0.08 0.19
N -1.775136 6.323227 2.624983 -1.42 0.75 0.20
H -0.655456 3.312127 3.441173 0.36 -0.02 0.10
H 0.128314 4.919117 3.758263 0.19 -0.35 0.54
H -0.112826 4.454757 2.164433 -0.51 -0.20 -0.34
H -2.565286 4.408247 2.665363 -0.74 0.31 0.11
H -1.656306 5.776987 5.212113 0.13 0.26 0.45
H -2.445226 4.209607 5.208923 -0.25 -0.28 0.08
H -4.477686 4.978497 6.410713 0.03 -0.46 -0.30
H -5.107626 6.512107 5.874523 0.14 0.13 0.07
H -3.550146 6.378607 6.738573 0.42 0.42 -0.33
H -2.637806 6.723187 2.965473 -0.32 1.26 -0.56
H -1.044086 6.866017 3.062083 0.37 0.01 0.08
C -3.245266 6.649417 -1.037317 -0.13 -0.27 0.72
C -3.189086 5.202387 -0.570097 0.16 -0.90 -1.42
C -3.435616 4.311487 -1.835407 -0.07 -0.48 1.03
O -3.809746 2.951037 -1.440947 0.46 -0.19 -2.15
C -3.926136 2.050767 -2.623307 -0.20 0.98 0.61
N -1.881486 4.952547 0.015653 0.49 -0.43 -0.34
H -2.521406 6.842317 -1.829097 0.11 -0.06 0.17
H -2.995446 7.226407 -0.146937 -0.05 0.51 -0.24
H -4.243806 6.889567 -1.402487 -0.01 0.19 0.12
H -3.906646 5.013237 0.228303 -0.82 -0.03 -0.46
H -2.576576 4.330987 -2.506067 0.89 -0.42 0.43
H -4.127266 4.806117 -2.517357 -1.11 -0.25 0.36
H -4.179596 1.023987 -2.359527 -0.09 0.29 0.71
H -3.038056 1.955667 -3.248117 0.52 0.47 0.34
H -4.706316 2.414187 -3.292147 -0.22 0.18 0.09
H -1.685966 3.966377 0.112313 -0.16 -0.35 -0.27
H -1.884446 5.302577 0.963053 0.22 0.54 0.00
C -1.173856 -2.310903 6.814043 0.10 -0.01 0.14
C -0.091386 -1.830323 5.857003 0.57 0.81 0.61
C 0.735894 -0.526673 6.251363 0.35 -2.75 -1.49
O -0.003256 0.583907 6.457553 -2.33 1.80 -0.31
C -0.960646 0.815837 5.376773 0.37 0.46 1.06
N 0.835164 -2.937403 5.741043 0.16 -0.10 0.68
H -1.576346 -3.188863 6.308773 -0.17 -0.31 0.32
H -2.030546 -1.667233 7.013733 0.22 0.40 -0.15
H -0.720116 -2.600873 7.761753 -0.09 -0.09 0.02
H -0.609566 -1.648193 4.915513 0.11 0.36 -0.38
H 1.383634 -0.334483 5.396023 0.41 -0.18 -0.59
H 1.441184 -0.732323 7.056583 -0.45 0.03 0.51
H -0.505426 0.826707 4.386443 0.38 -0.23 -0.02
H -1.376886 1.809887 5.540253 0.05 0.00 0.18
H -1.783996 0.101607 5.368163 0.13 -0.06 0.09
H 1.647204 -2.769163 5.164513 -0.20 0.11 -0.48
H 0.347494 -3.760723 5.417903 0.19 0.17 -0.06
C 2.286234 7.081947 -2.207647 0.20 0.43 -0.67
C 1.186054 6.093277 -1.887777 -0.01 1.18 -0.25
C 1.700314 4.676537 -1.754557 1.40 -0.56 0.99
O 2.639804 4.248447 -2.770947 -0.81 0.45 -0.49
C 3.173244 2.970297 -2.454247 -0.38 0.27 0.72
N 0.539764 6.659427 -0.692127 0.10 -0.83 0.39
H 1.918884 8.105377 -2.131827 -0.46 0.06 -0.43
H 2.617034 6.903677 -3.230817 0.49 0.16 0.17
H 3.102524 7.141237 -1.487747 0.20 -0.82 -0.04
H 0.498004 6.046157 -2.731857 -0.25 0.30 -0.38
H 0.866734 3.982497 -1.647057 -0.16 -0.28 -0.23
H 2.291844 4.625577 -0.840457 -0.17 0.00 0.61
H 3.888874 2.569517 -3.172117 -0.23 0.54 -0.41
H 2.368264 2.245527 -2.332487 -0.04 -0.22 -0.01
H 3.710124 3.046137 -1.508677 0.08 -0.15 0.31
H -0.363946 6.262247 -0.478487 -0.12 -0.61 -0.01
H 0.371044 7.649027 -0.803187 0.30 0.07 -0.26
C 1.618094 -1.867513 -2.540787 -1.26 -2.53 -0.31
C 2.654644 -1.728873 -1.427957 -1.02 0.88 -1.66
C 3.943214 -2.496603 -1.661707 -0.27 0.95 0.05
O 4.681204 -2.313993 -0.492687 1.06 -0.71 1.10
C 5.958304 -2.947023 -0.402077 -0.31 0.33 0.15
N 2.797254 -0.285143 -1.511007 1.39 0.53 0.29
H 1.318024 -2.894163 -2.750617 0.11 -0.74 0.30
H 1.864654 -1.544003 -3.552057 0.71 0.65 0.38
H 0.642034 -1.443453 -2.305037 0.25 0.57 0.36
H 2.300934 -1.952663 -0.421517 -0.40 -0.75 0.02
H 4.506804 -1.993643 -2.447527 -0.09 -0.37 -0.73
H 3.772634 -3.560103 -1.828957 -0.10 -0.14 -0.39
H 5.884774 -4.025273 -0.260417 -0.21 -0.12 0.39
H 6.430104 -2.432253 0.434903 0.15 -0.49 0.19
H 6.645364 -2.835823 -1.240927 -0.34 0.48 -0.57
H 2.024194 0.087587 -0.978507 -0.10 0.26 0.15
H 3.651894 -0.010933 -1.047877 0.18 0.53 0.22
```
Forces are in eV/Å.

Calculated values
* gap between HOMO and LUMO: 7.94 eV
* 2S+1: 1
* HOMO level: -0.27592 Ha
* M: 1522.648 g mol⁻¹
* DFT total energy: -126545.140 eV
* LUMO: 0.43 eV